This record from the OMol25 dataset describes C34H28AsF15GeN3NaO2S4 as an isolated structure. The level of theory is ωB97M-V/def2-TZVPD.

Calculated values
energy: -9192.95239 a.u.
HOMO energy: -7.32 eV
max |F|: 2.153 eV/A
ΔE to the lowest compared entry with this formula, charge and spin: 0.0 kcal/mol
HOMO-LUMO gap: 0.2637 Eh
LUMO level: -0.15 eV

Geometry as ORCA input:
```
! wB97M-V def2-TZVPD RIJCOSX def2/J DEFGRID3
* xyz 0 1
Na 1.71 -0.59 0.48
C 5.84 -1.91 -0.72
S 4.52 -0.75 -0.24
O 3.39 -1.66 0.16
C 4.18 -0.26 -1.94
C 4.76 0.89 -2.45
C 4.53 1.24 -3.77
C 3.72 0.44 -4.57
C 3.13 -0.70 -4.05
C 3.37 -1.05 -2.73
H 5.43 -2.65 -1.39
H 6.22 -2.38 0.19
H 6.63 -1.34 -1.21
H 5.37 1.52 -1.81
H 4.97 2.14 -4.18
H 3.55 0.72 -5.60
H 2.49 -1.32 -4.66
H 2.91 -1.94 -2.30
C 4.25 2.82 1.04
C 2.93 2.33 0.50
N 1.94 3.23 0.45
O 2.77 1.17 0.09
H 4.44 3.84 0.72
H 5.05 2.17 0.72
H 4.19 2.80 2.13
H 2.04 4.11 0.93
H 1.00 2.90 0.23
C 0.24 -5.58 1.59
As 1.29 -4.00 1.21
C 3.03 -4.43 1.94
C 1.47 -4.00 -0.72
S 0.36 -2.37 2.10
H 0.74 -6.49 1.26
H -0.73 -5.49 1.09
H 0.07 -5.62 2.66
H 3.36 -5.41 1.59
H 2.94 -4.44 3.03
H 3.74 -3.67 1.65
H 1.19 -4.98 -1.12
H 2.51 -3.79 -0.96
H 0.83 -3.23 -1.15
F -3.17 2.21 -3.30
C -3.55 3.02 -2.30
C -3.45 2.60 -0.99
C -3.81 3.52 -0.02
F -3.67 3.20 1.27
C -4.29 4.78 -0.32
F -4.61 5.65 0.64
C -4.41 5.15 -1.65
F -4.86 6.36 -1.97
C -4.04 4.27 -2.65
F -4.12 4.64 -3.93
Ge -2.49 0.95 -0.40
S -0.82 1.54 0.72
C -2.29 -0.21 -2.04
C -3.43 -0.68 -2.68
F -4.63 -0.19 -2.34
C -3.37 -1.63 -3.69
F -4.48 -2.05 -4.29
C -2.14 -2.15 -4.06
F -2.07 -3.08 -5.00
C -0.99 -1.70 -3.43
F 0.20 -2.22 -3.77
C -1.09 -0.74 -2.45
F 0.06 -0.35 -1.86
C -3.78 -0.27 0.55
C -3.36 -1.57 0.77
F -2.14 -1.95 0.33
C -4.13 -2.52 1.40
F -3.70 -3.77 1.58
C -5.39 -2.16 1.86
F -6.15 -3.05 2.49
C -5.85 -0.87 1.66
F -7.07 -0.53 2.08
C -5.05 0.05 1.00
F -5.56 1.26 0.77
C 0.44 4.05 4.51
N -0.08 2.72 4.36
C -1.42 2.37 4.49
C -1.51 1.05 4.27
N -0.23 0.60 4.02
C 0.65 1.62 4.05
S 2.30 1.52 3.80
H 0.13 4.47 5.47
H 0.07 4.70 3.71
H 1.52 4.00 4.46
H -2.18 3.10 4.70
H -2.37 0.40 4.24
H 0.02 -0.33 3.74
*
```